Record 1
Below is a cluster of 2 separate species, C27H30N4O4 in total at a distorted geometry, with properties calculated with the ωB97M-V functional and the def2-TZVPD basis.

Each line ends with the Mulliken charge.
Cartesian coordinates (Å):
C (-0.750, -1.288, 2.358)  -0.91
C (-0.935, -2.487, 1.498)  1.22
C (-1.576, -2.436, 0.239)  0.23
N (-2.066, -1.219, -0.315)  0.59
C (-1.477, 0.020, -0.194)  -0.69
N (-2.368, 0.877, -0.738)  0.40
C (-2.458, 2.319, -0.620)  -1.01
C (-3.439, 0.191, -1.303)  -1.08
C (-3.295, -1.092, -0.979)  -0.25
C (-1.768, -3.623, -0.477)  1.51
C (-2.283, -3.662, -1.876)  -2.29
C (-1.392, -4.856, 0.079)  -0.79
C (-0.786, -4.940, 1.340)  0.43
C (-0.438, -6.301, 1.917)  -1.48
C (-0.507, -3.731, 1.985)  -1.14
H (0.168, -1.417, 2.959)  0.27
H (-0.649, -0.368, 1.768)  -0.19
H (-1.585, -1.101, 3.056)  0.42
H (-1.598, 2.689, -0.053)  0.19
H (-2.482, 2.768, -1.624)  0.34
H (-3.382, 2.633, -0.101)  0.39
H (-4.245, 0.702, -1.784)  0.51
H (-3.980, -1.922, -1.096)  0.53
H (-1.853, -4.560, -2.348)  0.48
H (-3.378, -3.781, -1.924)  0.38
H (-1.973, -2.801, -2.474)  0.36
H (-1.559, -5.761, -0.520)  0.39
H (-0.152, -6.244, 2.973)  0.36
H (-1.285, -6.995, 1.849)  0.36
H (0.391, -6.779, 1.369)  0.30
H (0.055, -3.718, 2.916)  0.35
C (1.043, 5.136, 4.616)  -0.84
O (1.720, 3.853, 4.491)  -0.43
C (1.327, 3.051, 3.470)  1.08
C (1.973, 1.793, 3.312)  -1.34
C (1.665, 0.994, 2.223)  0.24
C (0.872, 1.487, 1.153)  0.34
C (0.562, 0.619, -0.027)  -0.26
C (1.177, 0.877, -1.233)  0.76
C (1.132, -0.157, -2.256)  -0.28
O (0.483, -1.182, -2.185)  -0.65
N (2.033, 0.058, -3.320)  0.17
C (2.326, -1.022, -4.237)  -1.07
C (2.232, 1.353, -3.825)  0.55
O (2.647, 1.597, -4.952)  -0.65
N (1.926, 2.370, -2.911)  0.17
C (2.332, 3.681, -3.318)  -1.03
C (1.962, 2.076, -1.538)  -0.37
O (2.609, 2.763, -0.750)  -0.61
C (0.421, 2.819, 1.255)  -0.28
C (0.429, 3.487, 2.474)  -1.16
H (1.513, 5.621, 5.461)  0.24
H (1.165, 5.752, 3.719)  0.35
H (-0.029, 4.988, 4.801)  0.33
H (2.687, 1.477, 4.085)  0.40
H (2.054, -0.037, 2.165)  0.63
H (0.419, -0.451, 0.141)  0.30
H (2.670, -0.583, -5.171)  0.40
H (3.115, -1.651, -3.816)  0.29
H (1.446, -1.633, -4.417)  0.33
H (2.093, 4.396, -2.547)  0.36
H (3.398, 3.695, -3.519)  0.33
H (1.789, 3.920, -4.220)  0.33
H (0.021, 3.342, 0.388)  0.77
H (-0.167, 4.391, 2.606)  0.42

Summary:
charge	0
HOMO energy	-0.276	Ha
HOMO-LUMO gap	0.29155	Eh
relative energy (zero: lowest compared OMol25 entry of this formula, charge and spin)	4.9073	eV
electronic energy	-1566.777951	Eh
2S+1	1


Record 2
Below is a structure of composition C34H28BrGeN3O2Pt, with properties calculated with the ωB97M-V functional and the def2-TZVPD basis.

Each line ends with the Mulliken charge.
Cartesian coordinates (Å):
Pt (-0.971, 2.537, 0.691)  1.35
Br (0.557, -5.111, -3.483)  -0.10
C (0.036, -4.946, -1.688)  -0.26
C (0.728, -4.068, -0.859)  -0.09
C (0.331, -3.915, 0.455)  -0.18
C (-0.759, -4.651, 0.931)  -0.41
C (-1.417, -5.562, 0.106)  -0.15
C (-1.030, -5.699, -1.214)  -0.39
N (-1.224, -4.579, 2.256)  -0.91
N (-0.865, -3.661, 3.027)  0.00
C (-0.849, -2.355, 2.910)  0.09
C (-0.112, -1.670, 3.945)  -0.45
C (0.086, -0.343, 3.932)  -0.82
C (-0.461, 0.478, 2.875)  0.60
O (-0.300, 1.688, 2.852)  -0.77
C (-1.309, -0.204, 1.831)  0.46
N (-1.891, 0.593, 0.909)  -0.71
C (-2.775, 0.079, 0.068)  -0.65
C (-3.133, -1.269, 0.113)  -0.77
C (-2.507, -2.099, 1.003)  -0.47
C (-1.551, -1.570, 1.887)  0.94
H (1.568, -3.509, -1.250)  0.47
H (0.878, -3.243, 1.107)  0.58
H (-2.229, -6.150, 0.516)  0.51
H (-1.541, -6.390, -1.870)  0.45
H (0.303, -2.288, 4.731)  0.50
H (0.656, 0.160, 4.701)  0.51
H (-3.203, 0.751, -0.662)  0.44
H (-3.875, -1.646, -0.579)  0.48
H (-2.762, -3.149, 1.034)  0.69
C (-3.760, 3.393, 2.361)  -0.59
O (-2.470, 3.884, 1.962)  -0.41
H (-4.288, 4.141, 2.948)  0.30
H (-3.667, 2.468, 2.932)  0.23
H (-4.315, 3.202, 1.447)  0.23
H (-1.968, 4.120, 2.749)  0.28
C (3.777, -0.758, 1.914)  -0.54
C (3.378, -1.252, 0.680)  -0.63
C (2.503, -0.516, -0.113)  -0.12
C (2.016, 0.720, 0.316)  0.31
C (2.441, 1.210, 1.555)  -0.31
C (3.314, 0.478, 2.349)  -0.74
Ge (0.735, 1.732, -0.743)  -0.01
C (1.414, 3.431, -1.341)  0.21
C (0.563, 4.346, -1.972)  -0.11
C (1.046, 5.574, -2.406)  -0.75
C (2.383, 5.893, -2.215)  -0.47
C (3.236, 4.996, -1.582)  -0.68
C (2.753, 3.774, -1.136)  -0.50
C (0.046, 0.642, -2.187)  -0.34
C (-0.399, -0.657, -1.932)  0.78
C (-0.914, -1.449, -2.950)  -0.86
C (-0.982, -0.951, -4.245)  -0.93
C (-0.532, 0.333, -4.518)  -0.69
C (-0.020, 1.124, -3.495)  -0.72
H (4.463, -1.327, 2.530)  0.42
H (3.761, -2.203, 0.328)  0.46
H (2.212, -0.898, -1.086)  0.57
H (2.082, 2.169, 1.914)  0.38
H (3.639, 0.874, 3.304)  0.48
H (-0.480, 4.096, -2.142)  0.42
H (0.384, 6.275, -2.898)  0.41
H (2.764, 6.845, -2.561)  0.39
H (4.278, 5.251, -1.436)  0.41
H (3.424, 3.082, -0.639)  0.36
H (-0.325, -1.070, -0.929)  0.80
H (-1.252, -2.457, -2.738)  0.65
H (-1.376, -1.568, -5.043)  0.43
H (-0.575, 0.719, -5.529)  0.43
H (0.335, 2.123, -3.724)  0.46

Summary:
charge	+1
HOMO energy (alpha / beta)	-0.387 / -0.407	Ha
HOMO-LUMO gap (alpha / beta)	0.23209 / 0.23907	Eh
relative energy (zero: lowest compared OMol25 entry of this formula, charge and spin)	1.8216	eV
electronic energy	-6397.103815	Eh
2S+1	2


Record 3
Below is a cluster of 2 separate species, C9H14O in total at a distorted geometry, with properties calculated with the ωB97M-V functional and the def2-TZVPD basis.

Each line ends with the Mulliken charge.
Cartesian coordinates (Å):
C (0.408, 2.450, -0.379)  -0.81
C (-1.098, 2.612, -0.731)  -0.66
H (0.626, 3.288, 0.313)  0.36
H (0.735, 1.664, 0.303)  0.20
H (1.016, 2.423, -1.285)  0.27
H (-1.508, 1.694, -1.144)  0.18
H (-1.196, 3.488, -1.404)  0.35
H (-1.493, 2.830, 0.267)  0.20
C (2.419, -0.977, -1.475)  -1.42
C (1.301, -1.057, 0.798)  -0.35
C (1.222, -1.064, -0.623)  0.39
C (0.209, -0.799, 1.582)  -0.54
C (-0.103, -1.059, -1.156)  -0.44
C (-1.019, -0.482, 0.993)  0.97
C (-1.171, -0.690, -0.391)  -0.52
O (-2.049, -0.272, 1.797)  -0.43
H (2.299, -1.142, 1.255)  0.40
H (0.400, -0.810, 2.651)  0.40
H (2.163, -0.609, -2.493)  0.39
H (2.747, -2.008, -1.661)  0.38
H (-0.263, -1.357, -2.177)  0.45
H (-2.122, -0.685, -0.949)  0.43
H (-2.817, 0.095, 1.317)  0.39
H (3.152, -0.282, -1.066)  0.40

Summary:
charge	+1
HOMO energy (alpha / beta)	-0.515 / -0.537	Ha
HOMO-LUMO gap (alpha / beta)	0.37180 / 0.26186	Eh
relative energy (zero: lowest compared OMol25 entry of this formula, charge and spin)	0.6842	eV
electronic energy	-426.251097	Eh
2S+1	2